[1]
ORCA calculation (ωB97M-V/def2-TZVPD) on a structure of composition C29H37As2CrN4O2S2.

Each line ends with the Löwdin spin population.
Geometry (Å):
Cr (0.9923, -1.2088, 0.2852)  1.03
N (3.1148, -1.1333, 0.6663)  0.00
N (3.2586, -0.2830, 1.7924)  0.00
C (2.2090, 0.6155, 1.9959)  0.01
O (2.3232, 1.6060, 2.6512)  0.00
O (1.0715, 0.2103, 1.4095)  0.02
H (3.5401, -2.0287, 0.8912)  0.00
H (3.6205, -0.7472, -0.1310)  0.00
H (4.1817, 0.1032, 1.9494)  0.00
C (-0.7828, -1.7666, 3.5383)  0.00
As (0.4249, -2.6220, 2.2983)  -0.02
C (1.9123, -3.1944, 3.4047)  -0.01
C (-0.4058, -4.2674, 1.7306)  0.00
C (-1.2400, -5.0188, 2.5470)  0.00
C (-1.7903, -6.2008, 2.0688)  0.00
C (-1.5061, -6.6343, 0.7814)  0.00
C (-0.6696, -5.8888, -0.0387)  0.00
C (-0.1198, -4.7046, 0.4327)  0.00
As (1.0396, -3.6015, -0.6529)  -0.01
C (0.3735, -3.7825, -2.4592)  0.00
C (2.7410, -4.5352, -0.6867)  0.00
H (-0.9543, -2.3934, 4.4109)  0.00
H (-1.7271, -1.5657, 3.0291)  0.00
H (-0.3384, -0.8237, 3.8513)  0.00
H (1.5587, -3.9170, 4.1383)  0.00
H (2.3394, -2.3320, 3.9125)  0.00
H (2.6770, -3.6698, 2.7919)  0.00
H (-1.4730, -4.6909, 3.5526)  0.00
H (-2.4447, -6.7835, 2.7029)  0.00
H (-1.9402, -7.5539, 0.4131)  0.00
H (-0.4615, -6.2363, -1.0434)  0.00
H (0.5289, -4.7963, -2.8224)  0.00
H (0.9018, -3.0829, -3.1028)  0.00
H (-0.6883, -3.5469, -2.4589)  0.00
H (2.6016, -5.5599, -1.0247)  0.00
H (3.1677, -4.5609, 0.3152)  0.00
H (3.4246, -4.0267, -1.3660)  0.00
S (-1.2836, -1.1495, -0.1530)  0.02
C (-1.2215, 0.3618, -0.9235)  0.00
N (-2.0658, 1.3302, -0.6833)  0.00
C (-1.9782, 2.6009, -1.4294)  0.00
C (-1.5506, 2.3187, -2.8409)  0.00
N (-0.3017, 1.5431, -2.8185)  0.00
C (0.7091, 1.9348, -3.8289)  0.00
C (1.2545, 3.3072, -3.5078)  0.00
C (1.8035, 3.5702, -2.2540)  0.00
C (2.2841, 4.8345, -1.9537)  0.00
C (2.2249, 5.8443, -2.9084)  0.00
C (1.6850, 5.5850, -4.1571)  0.00
C (1.1953, 4.3194, -4.4557)  0.00
C (-0.1245, 0.6072, -1.9312)  0.00
S (1.2969, -0.3340, -1.8776)  -0.01
C (-3.0546, 1.3193, 0.4317)  0.00
C (-2.8483, 2.4935, 1.3677)  0.00
C (-1.6230, 2.6557, 2.0257)  0.00
C (-1.4229, 3.7436, 2.8586)  0.00
C (-2.4465, 4.6683, 3.0484)  0.00
C (-3.6628, 4.5022, 2.4086)  0.00
C (-3.8637, 3.4180, 1.5616)  0.00
H (-1.2776, 3.2687, -0.9255)  0.00
H (-2.9645, 3.0592, -1.4066)  0.00
H (-1.3419, 3.2526, -3.3579)  0.00
H (-2.3039, 1.7608, -3.4009)  0.00
H (0.2019, 1.9398, -4.7940)  0.00
H (1.4833, 1.1723, -3.8522)  0.00
H (1.8632, 2.7833, -1.5080)  0.00
H (2.7070, 5.0350, -0.9784)  0.00
H (2.6038, 6.8303, -2.6765)  0.00
H (1.6392, 6.3676, -4.9022)  0.00
H (0.7718, 4.1218, -5.4339)  0.00
H (-2.9510, 0.3691, 0.9478)  0.00
H (-4.0377, 1.3497, -0.0361)  0.00
H (-0.8217, 1.9385, 1.8906)  0.00
H (-0.4708, 3.8706, 3.3576)  0.00
H (-2.2929, 5.5178, 3.7006)  0.00
H (-4.4583, 5.2189, 2.5628)  0.00
H (-4.8164, 3.2925, 1.0598)  0.00

Output
strongest force on any atom: 0.46 eV/A
energy: -7808.71296 Ha
total charge: +2
spin multiplicity: 2

[2]
ORCA calculation (ωB97M-V/def2-TZVPD) on a structure of composition C29H37Br4F3N2O6SSi2TeY.

Each line ends with the Mulliken charge.
Geometry (Å):
Y (-0.6514, -0.2351, -0.5420)  0.91
O (0.4431, -0.8450, -2.5456)  -0.50
N (1.7414, -1.0929, -2.5977)  0.25
C (2.4215, -0.6320, -3.6707)  -0.27
C (3.7556, -0.8823, -3.8316)  -0.78
C (4.4093, -1.6409, -2.8558)  -0.23
C (3.7078, -2.0890, -1.7660)  -0.90
C (2.3381, -1.8036, -1.5976)  0.52
S (1.4183, -2.2713, -0.2439)  -0.47
H (1.8028, -0.0779, -4.3596)  0.43
H (4.2683, -0.4953, -4.6998)  0.41
H (5.4643, -1.8645, -2.9497)  0.38
H (4.1862, -2.6643, -0.9853)  0.44
Br (-7.0213, -3.5555, 0.5728)  -0.21
C (-5.4748, -2.5019, 0.8473)  0.21
C (-5.2621, -1.8596, 2.0561)  0.30
Br (-6.5059, -2.0197, 3.4712)  -0.20
C (-4.1084, -1.0754, 2.2293)  -0.22
Br (-3.7546, -0.1439, 3.8385)  -0.19
C (-3.1655, -0.9405, 1.2210)  -0.08
O (-2.0659, -0.2282, 1.3092)  -0.44
C (-3.3773, -1.6174, -0.0198)  0.22
O (-2.4492, -1.4639, -0.9309)  -0.49
C (-4.5337, -2.3680, -0.1872)  -0.08
Br (-4.7605, -3.1895, -1.8754)  -0.18
C (-1.9421, 4.1812, -0.9622)  -1.77
C (-1.4817, 3.1172, 0.0220)  2.31
C (-1.7597, 3.5289, 1.4594)  -1.80
O (-2.2031, 1.9152, -0.2905)  -0.40
C (0.0432, 2.8921, -0.1738)  -0.31
O (0.8132, 3.7804, 0.1579)  -0.74
O (0.3707, 1.7529, -0.6823)  0.39
H (-3.0015, 4.3918, -0.8041)  0.45
H (-1.8134, 3.8286, -1.9877)  0.27
H (-1.3623, 5.0938, -0.8268)  0.36
H (-2.8284, 3.7160, 1.5879)  0.46
H (-1.1996, 4.4299, 1.7030)  0.42
H (-1.4556, 2.7393, 2.1519)  0.25
H (-2.4638, 1.4517, 0.5259)  0.06
F (-4.0059, 2.4768, -6.7891)  -0.26
C (-2.8536, 1.7841, -6.7928)  0.73
F (-3.0650, 0.6915, -7.5466)  -0.26
F (-1.9490, 2.5368, -7.4372)  -0.29
C (-2.4162, 1.4221, -5.4016)  0.46
C (-3.1672, 0.5191, -4.6707)  -1.09
C (-2.7445, 0.1967, -3.3898)  -0.53
N (-1.6467, 0.7222, -2.8487)  0.84
C (-0.9334, 1.5925, -3.5563)  -0.80
C (-1.2804, 1.9802, -4.8397)  -0.88
H (-4.0571, 0.0611, -5.0814)  0.47
H (-3.2741, -0.5219, -2.7758)  0.36
H (-0.0492, 1.9809, -3.0630)  0.75
H (-0.6748, 2.6925, -5.3804)  0.53
C (3.7091, 1.3353, -0.2038)  0.10
Si (4.0125, 1.1847, 1.6284)  0.00
C (3.7547, 2.8477, 2.4374)  -0.95
C (5.7706, 0.5944, 1.9278)  -1.14
C (2.8847, -0.1073, 2.3877)  -0.36
Te (0.8177, 0.3800, 2.3498)  0.08
C (0.1498, -0.9360, 3.8865)  -0.53
Si (0.1728, -2.7980, 3.6561)  0.14
C (1.9138, -3.4127, 3.3432)  -0.77
C (-0.4408, -3.5344, 5.2710)  -1.13
C (-0.9887, -3.3441, 2.3044)  -0.34
H (4.4648, 1.9900, -0.6511)  0.48
H (2.7246, 1.7602, -0.4185)  -0.18
H (3.7772, 0.3618, -0.6968)  -0.30
H (4.4706, 3.5714, 2.0356)  0.30
H (3.8901, 2.8007, 3.5217)  0.31
H (2.7494, 3.2233, 2.2294)  0.28
H (6.4971, 1.3059, 1.5237)  0.31
H (5.9405, -0.3706, 1.4406)  0.32
H (5.9774, 0.4716, 2.9946)  0.30
H (3.1437, -0.2573, 3.4406)  0.45
H (3.0059, -1.0585, 1.8644)  0.04
H (-0.8904, -0.6239, 4.0229)  -0.02
H (0.6919, -0.6410, 4.7893)  0.67
H (2.6137, -3.0383, 4.0967)  0.28
H (2.2747, -3.1148, 2.3568)  0.11
H (1.9290, -4.5067, 3.3852)  0.33
H (0.2127, -3.2744, 6.1089)  0.30
H (-0.4908, -4.6258, 5.2086)  0.30
H (-1.4454, -3.1654, 5.4970)  0.30
H (-0.7912, -2.8657, 1.3440)  -0.07
H (-2.0249, -3.1237, 2.5741)  0.11
H (-0.9018, -4.4241, 2.1490)  0.47

Output
strongest force on any atom: 0.77 eV/A
energy: -13567.81323 Ha
total charge: -1

The records above give, respectively, ΔE to the lowest compared entry with this formula, charge and spin values of 0.0; 7.4 kcal per mole.